{
  "formula": "C5H12NO2",
  "method": "ωB97M-V/def2-TZVPD",
  "total_charge": 1,
  "lumo_ev": -4.29,
  "largest_force_ev_per_a": 3.9,
  "de_lowest_ev": 4.0035,
  "elements": ["C", "C", "C", "C", "C", "N", "O", "O", "H", "H", "H", "H", "H", "H", "H", "H", "H", "H", "H", "H"],
  "xyz": [[2.565, 1.426, -1.189], [1.815, 1.540, -0.159], [-0.795, -0.754, -0.570], [1.003, -1.629, 0.822], [-0.296, 0.203, 1.565], [0.050, -0.579, 0.607], [1.066, 1.712, 0.731], [-2.572, 1.806, -0.009], [2.310, 1.682, -2.225], [3.595, 1.350, -1.314], [-1.580, -1.643, -0.565], [-1.349, 0.067, -0.786], [-0.301, -0.821, -1.519], [1.203, -1.714, 1.893], [0.562, -2.609, 0.300], [1.878, -1.215, 0.342], [0.273, 0.212, 2.405], [-1.170, 0.823, 1.494], [-3.237, 2.352, -0.285], [-2.786, 1.678, 0.900]],
  "forces_ev_per_a": [[-0.2, 0.3, -2.2], [-1.0, 0.9, 0.8], [-1.2, -2.9, -0.7], [0.1, -1.5, -0.9], [-1.1, -0.6, -3.0], [-3.4, -1.2, 0.7], [1.3, 1.0, -0.5], [2.7, -2.0, 0.5], [-1.2, -0.1, 0.6], [1.8, -0.5, 1.2], [2.0, 1.5, 0.7], [-1.9, 2.8, 0.3], [1.3, -0.7, -0.1], [-0.1, -0.4, -0.3], [1.4, 2.1, 1.4], [0.7, -0.9, -0.4], [1.4, -0.1, 2.5], [0.1, 0.2, -0.3], [-2.7, 2.4, -1.6], [-0.4, -0.1, 1.1]],
  "nbo_charge": [-0.7606, 0.7204, -0.4667, -0.4233, 0.1872, -0.2596, -0.5074, -0.9365, 0.3070, 0.2972, 0.2450, 0.2572, 0.2432, 0.2291, 0.2556, 0.2349, 0.2093, 0.2241, 0.4844, 0.4595]
}